Record 1
2 unconnected molecules or ions with the total composition C3H6F2O2 in a non-equilibrium geometry. Source: the Open Molecules 2025 dataset; level of theory: ωB97M-V/def2-TZVPD.

Its charge is 0. Its HOMO energy is -10.4 eV. As for the HOMO-LUMO gap: 10.57 eV. Its spin multiplicity is 1.

Geometry (Å):
C -0.2124 1.3579 0.8405
C 0.1184 0.3256 -0.2196
C 0.9288 -3.4987 -0.9126
O 1.4017 0.5135 -0.6677
O 0.0565 -1.0659 0.1033
F 0.4861 -3.4410 -2.1843
F 1.8475 -2.5885 -0.9154
H -1.0550 1.1220 1.4005
H 0.5934 1.2467 1.5810
H -0.1191 2.3419 0.4253
H -0.6485 0.4937 -0.9357
H 0.0056 -0.9630 1.0666
H 1.7451 -0.4324 -0.7394

***

Record 2
2 unconnected molecules or ions with the total composition C3H6F2OS in a non-equilibrium geometry. Source: the Open Molecules 2025 dataset; level of theory: ωB97M-V/def2-TZVPD.

Its charge is 0. Its HOMO energy (alpha / beta) is -8.9 / -7.9 eV. As for the HOMO-LUMO gap (alpha / beta): 9.12 / 7.84 eV. Its spin multiplicity is 1.

Geometry (Å):
C 0.2701 -0.3442 -0.3901
C 0.8613 0.9192 0.0457
C -2.5130 0.3097 -0.0601
O -3.1476 -0.8322 -0.0006
F -2.9463 0.9959 -1.1943
F -2.4041 1.1712 0.9740
S 2.7052 0.6127 -0.0826
H -0.1398 -1.1267 0.2124
H -0.1055 -0.4233 -1.4501
H 0.7292 1.1607 1.0145
H 0.9354 1.8214 -0.5507
H -4.0367 -1.0304 -0.3116
H 2.9364 0.4722 1.2452

***

Record 3
2 unconnected molecules or ions with the total composition C3H6F3NO2 in a non-equilibrium geometry. Source: the Open Molecules 2025 dataset; level of theory: ωB97M-V/def2-TZVPD.

Its charge is 0. The SMILES is NCC(F)(F)F.O=CO. Its HOMO energy is -10.0 eV. As for the HOMO-LUMO gap: 10.81 eV. Its spin multiplicity is 1.

Geometry (Å):
N -0.4290 -1.0499 -0.1931
C 0.5172 -0.5728 0.8821
C 1.7604 0.1266 0.1108
F 2.9433 -0.5326 0.1061
F 1.4671 0.0613 -1.3002
F 2.0656 1.4153 0.3528
H 0.0886 -1.6989 -0.7977
H -0.9576 -1.7000 0.3494
H 0.8983 -1.3919 1.4344
H -0.0067 0.0418 1.6012
O -1.9828 0.5888 0.8833
C -1.9255 1.2189 -0.1255
O -1.2354 1.0994 -1.2675
H -2.3985 2.1315 -0.3463
H -0.8049 0.2626 -1.6899

***

Record 4
2 unconnected molecules or ions with the total composition C3H6FN. Source: the Open Molecules 2025 dataset; level of theory: ωB97M-V/def2-TZVPD.

Its charge is 0. The SMILES is C=C=NC.F. Its HOMO energy is -9.7 eV. As for the HOMO-LUMO gap: 10.39 eV. Its spin multiplicity is 1.

Geometry (Å):
C 0.3192 0.6479 -2.0640
C 0.2453 0.2745 -0.8309
N 0.3526 -0.1345 0.3112
C -0.6165 -0.1749 1.3678
H 0.6392 1.6390 -2.3302
H 0.0658 -0.0205 -2.8659
H -0.0741 -0.1597 2.3116
H -1.1762 -1.1093 1.3047
H -1.3190 0.6609 1.3322
F 2.6661 -1.1107 0.3671
H 1.7718 -0.7420 0.4219

***

Record 5
2 unconnected molecules or ions with the total composition C3H6FN in a non-equilibrium geometry. Source: the Open Molecules 2025 dataset; level of theory: ωB97M-V/def2-TZVPD.

Its charge is 0. Its HOMO energy is -9.7 eV. As for the HOMO-LUMO gap: 9.98 eV. Its spin multiplicity is 1.

Geometry (Å):
C 0.4963 1.2127 2.4872
C 0.2370 -0.3021 -1.2106
C -0.1902 0.7132 -0.0859
N 0.5522 0.1577 1.8390
F 0.9979 1.2847 3.7583
H 0.2480 2.3048 2.1712
H 1.3408 -0.3009 -1.2300
H -0.1872 -1.3230 -0.9773
H -0.1542 0.0034 -2.2476
H -1.1384 0.8907 0.3298
H 0.2248 1.7095 -0.1277

***

Record 6
C3H6FN in the gas phase in a non-equilibrium geometry. Source: the Open Molecules 2025 dataset; level of theory: ωB97M-V/def2-TZVPD.

Its charge is 0. The SMILES is C=C(F)CN. Its HOMO energy is -9.8 eV. As for the HOMO-LUMO gap: 10.82 eV. Its spin multiplicity is 1.

Geometry (Å):
C 1.0694 1.1606 -0.0732
C 0.8549 -0.1330 -0.1402
F 1.9355 -0.9765 0.0525
C -0.4481 -0.9574 -0.1294
N -1.5760 -0.0712 -0.0066
H 2.0202 1.6230 0.3074
H 0.2130 1.9116 -0.2614
H -0.4339 -1.8433 0.5552
H -0.5451 -1.5387 -1.0288
H -1.2775 0.7707 -0.3112
H -1.8125 0.0541 1.0356

***

Going through the records in order, we get relative energy (zero: lowest compared OMol25 entry of this formula, charge and spin) values of 3.377, 3.989, 0.000, 0.340, 2.223, 0.561 eV.
Going through the records in order, we get E values of -12735.1197, -21521.4446, -16944.6948, -7414.5215, -7412.6384, -7414.3002 eV.